Entry 1:
{
  "formula": "H2IOZn2",
  "method": "wB97M-V/def2-TZVPD",
  "elements": ["Zn", "Zn", "I", "O", "H", "H"],
  "coordinates": [[4.74, -12.39, -17.15], [8.24, -10.17, -22.44], [6.23, -13.02, -20.62], [5.30, -16.68, -23.69], [6.18, -17.03, -23.78], [5.27, -16.33, -22.80]],
  "total_charge": 3,
  "relative_energy_kj_mol": 176.3,
  "e_homo_ev": -19.50,
  "orbital_gap_ev": 2.349,
  "max_force_ev_per_a": 1.0
}

=====

Entry 2:
{
  "formula": "C4H8NS",
  "method": "wB97M-V/def2-TZVPD",
  "elements": ["C", "C", "S", "N", "C", "C", "H", "H", "H", "H", "H", "H", "H", "H"],
  "coordinates": [[0.90, 1.41, 0.11], [0.76, 0.04, -0.48], [1.94, -1.15, 0.23], [-0.69, -0.54, -0.22], [-1.57, -1.39, -0.53], [-1.66, -0.71, 0.85], [1.88, 1.67, -0.17], [0.21, 2.16, -0.08], [0.83, 1.22, 1.13], [1.04, -0.10, -1.54], [1.75, -1.97, -0.72], [-1.98, -2.04, -1.21], [-2.33, 0.02, 1.13], [-1.09, -1.14, 1.71]],
  "total_charge": 1,
  "relative_energy_kj_mol": 274.1,
  "e_homo_ev": -14.14,
  "orbital_gap_ev": 9.031,
  "max_force_ev_per_a": 4.3
}